49
Properties=species:S:1:pos:R:3 method="wB97M-V/def2-TZVPD" e_tot_ha=-1513.32252 homo_energy_ev=-8.686 e_above_lowest_kj_mol=0.00 total_charge=0 mol_weight_g_mol=426.41 e_lumo_ha=-0.0464 homo_lumo_gap_ev=7.42
F 4.452 -3.372 -1.855
C 4.087 -2.237 -2.549
C 4.225 -2.245 -3.933
C 3.816 -1.082 -4.594
F 3.951 -1.045 -5.965
C 3.304 0.025 -3.947
C 3.237 0.039 -2.523
C 2.767 1.215 -1.821
C 2.831 1.412 -0.451
C 2.436 2.635 0.180
C 2.086 2.577 1.616
C 0.982 3.303 2.110
C 0.741 3.345 3.477
F -0.342 4.060 3.951
C 1.537 2.672 4.408
C 2.612 1.948 3.899
F 3.401 1.241 4.795
C 2.897 1.862 2.522
C 3.600 -1.148 -1.826
H 4.627 -3.096 -4.462
H 2.998 0.907 -4.500
H 2.316 1.995 -2.440
H 3.246 0.620 0.181
H 1.794 3.303 -0.421
H 0.349 3.846 1.420
H 1.351 2.745 5.481
H 3.756 1.284 2.169
H 3.514 -1.203 -0.738
C 3.119 6.069 1.721
C 2.689 5.378 0.440
C 3.545 4.224 -0.039
C 3.766 4.291 -1.529
C 5.110 3.748 -2.083
C 6.344 3.926 -1.433
C 7.526 3.513 -2.053
C 7.496 2.896 -3.309
C 6.274 2.764 -3.981
C 5.098 3.194 -3.375
O 2.886 4.651 -2.370
O 1.598 5.690 -0.086
H 4.195 6.230 1.738
H 2.594 7.025 1.773
H 2.828 5.476 2.594
H 4.323 3.755 0.653
H 6.362 4.445 -0.476
H 8.475 3.667 -1.549
H 8.419 2.526 -3.768
H 6.222 2.324 -4.973
H 4.161 3.155 -3.937

56
Properties=species:S:1:pos:R:3 method="wB97M-V/def2-TZVPD" e_tot_ha=-4608.46668 homo_energy_ev=-18.194 total_charge=+3 mol_weight_g_mol=681.32 e_lumo_ha=-0.4304 homo_lumo_gap_ev=6.48
Mo 0.817 0.570 -0.719
O 1.198 4.529 -0.025
C 0.380 3.715 0.091
O 0.744 2.339 -0.460
C -0.981 3.711 0.632
C -1.510 4.977 0.866
C -2.812 5.122 1.330
C -3.592 4.001 1.558
C -3.068 2.729 1.345
C -1.762 2.568 0.890
P -1.274 0.847 0.739
C -1.911 0.109 -0.739
C -1.297 0.706 -1.894
C -1.380 0.038 -3.141
C -2.018 -1.172 -3.224
C -2.617 -1.735 -2.084
C -2.537 -1.126 -0.842
C -1.391 -0.069 2.237
C -1.309 -1.472 2.205
C -1.388 -2.181 3.387
C -1.518 -1.504 4.600
C -1.565 -0.116 4.633
C -1.503 0.609 3.456
H -0.897 5.847 0.667
H -3.212 6.112 1.500
H -4.611 4.103 1.907
H -3.693 1.866 1.549
H -1.142 1.785 -1.923
H -0.972 0.515 -4.023
H -2.105 -1.679 -4.176
H -3.162 -2.666 -2.181
H -2.988 -1.590 0.024
H -1.212 -2.001 1.264
H -1.370 -3.263 3.373
H -1.586 -2.066 5.522
H -1.658 0.403 5.578
H -1.541 1.690 3.491
O 1.634 -3.102 1.168
As 1.929 -1.736 0.205
O 1.556 -0.261 1.010
O 0.623 -1.350 -0.898
C 3.315 -2.157 -1.039
C 3.941 -3.375 -0.878
C 4.793 -3.848 -1.881
C 4.999 -3.109 -3.029
C 4.377 -1.866 -3.190
C 3.535 -1.392 -2.210
S 2.964 0.277 -2.376
O 3.830 1.042 -3.169
O 1.481 0.401 -2.717
O 2.818 0.640 -0.886
H 1.334 -2.914 2.076
H 3.777 -3.973 0.010
H 5.290 -4.799 -1.742
H 5.661 -3.471 -3.804
H 4.586 -1.262 -4.064

61
Properties=species:S:1:pos:R:3 method="wB97M-V/def2-TZVPD" e_tot_ha=-4016.18230 homo_energy_ev="-8.594 / -8.766" e_above_lowest_kj_mol=60.41 total_charge=0 mol_weight_g_mol=653.05 spin_multiplicity=6 e_lumo_ha="0.0007 / -0.0320" homo_lumo_gap_ev="8.61 / 7.90" s_squared=8.76
Fe -0.069 -0.291 -0.759
C -1.886 3.032 1.613
C -1.212 2.580 0.480
N -0.642 1.398 0.705
N -0.891 1.095 2.003
C -1.668 2.045 2.548
B -0.219 -0.190 2.589
N -1.030 -1.378 2.056
C -1.667 -2.375 2.689
C -2.350 -3.115 1.748
C -2.064 -2.489 0.538
N -1.264 -1.439 0.724
N 1.233 -0.231 2.057
C 2.353 -0.053 2.777
C 3.416 0.057 1.911
C 2.844 -0.060 0.645
N 1.528 -0.241 0.734
N -0.131 -0.194 4.113
C -0.200 0.787 5.049
C 0.101 0.237 6.269
C 0.356 -1.116 5.980
N 0.228 -1.370 4.691
H -2.444 3.943 1.738
H -1.111 3.058 -0.479
H -2.046 1.957 3.550
H -1.582 -2.493 3.754
H -2.967 -3.981 1.915
H -2.417 -2.732 -0.448
H 2.322 -0.026 3.852
H 4.453 0.202 2.156
H 3.323 -0.004 -0.315
H -0.394 1.813 4.798
H 0.138 0.739 7.221
H 0.637 -1.911 6.654
F 4.568 -1.275 -3.525
C 3.465 -0.514 -3.400
C 2.568 -0.786 -2.386
C 1.434 0.006 -2.262
C 1.184 1.020 -3.194
C 2.132 1.251 -4.187
F 1.935 2.226 -5.105
C 3.283 0.509 -4.309
C -0.141 1.662 -3.129
C -0.640 2.640 -3.991
C -1.961 3.027 -3.877
C -2.780 2.429 -2.930
C -2.212 1.492 -2.094
N -0.925 1.148 -2.171
H 2.748 -1.629 -1.733
H 3.994 0.706 -5.098
H -0.007 3.066 -4.750
H -2.358 3.783 -4.544
H -3.826 2.683 -2.834
H -2.796 0.987 -1.334
Cl -0.812 -5.074 -2.203
C -0.790 -3.529 -3.064
Cl 0.459 -3.495 -4.326
C -0.538 -2.377 -2.099
O 0.456 -2.379 -1.355
O -1.369 -1.424 -2.108
H -1.747 -3.404 -3.552

63
Properties=species:S:1:pos:R:3 method="wB97M-V/def2-TZVPD" e_tot_ha=-3488.53542 homo_energy_ev=-7.184 e_above_lowest_kj_mol=61.45 total_charge=0 mol_weight_g_mol=1196.54 e_lumo_ha=-0.0685 homo_lumo_gap_ev=5.32
Sn -0.354 -0.093 1.265
C -2.668 -0.909 3.723
N -2.300 -1.305 2.373
C -1.939 -2.725 2.348
C -0.453 -2.879 2.649
N 0.343 -2.265 1.612
C 0.802 -2.993 0.576
C 1.758 -2.384 -0.265
F 2.091 -1.099 0.032
C 2.374 -2.990 -1.335
F 3.279 -2.315 -2.057
C 2.065 -4.311 -1.648
F 2.659 -4.940 -2.673
C 1.119 -4.958 -0.861
F 0.782 -6.223 -1.140
C 0.502 -4.320 0.204
F -0.443 -5.031 0.867
C -3.414 -0.986 1.485
C -3.143 -1.247 0.016
N -1.898 -0.651 -0.415
C -1.670 -0.575 -1.730
C -2.485 -1.051 -2.793
F -3.666 -1.673 -2.562
C -2.141 -0.925 -4.128
F -2.985 -1.395 -5.056
C -0.951 -0.328 -4.524
F -0.620 -0.224 -5.822
C -0.126 0.164 -3.521
F 1.031 0.771 -3.827
C -0.496 0.051 -2.200
F 0.347 0.594 -1.275
H -3.542 -1.466 4.076
H -1.844 -1.081 4.416
H -2.898 0.157 3.753
H -2.545 -3.297 3.057
H -2.111 -3.117 1.349
H -0.224 -2.356 3.589
H -0.200 -3.930 2.792
H -4.311 -1.545 1.777
H -3.618 0.082 1.608
H -3.148 -2.324 -0.193
H -3.990 -0.811 -0.520
Te 1.998 0.243 3.629
Te 3.499 2.464 3.573
Te 1.338 3.943 4.154
Te -0.159 1.712 4.299
C 3.127 1.759 -0.113
C 1.977 2.619 0.285
O 1.171 2.242 1.140
C 1.833 3.937 -0.346
C 0.690 4.693 -0.069
C 0.511 5.929 -0.654
C 1.473 6.435 -1.515
C 2.612 5.696 -1.792
C 2.794 4.453 -1.218
H 3.193 0.902 0.552
H 4.065 2.306 -0.104
H 2.956 1.393 -1.125
H -0.057 4.286 0.599
H -0.375 6.505 -0.440
H 1.336 7.406 -1.970
H 3.365 6.089 -2.456
H 3.683 3.893 -1.454